{"formula": "C5H8O", "method": "wB97M-V/def2-TZVPD", "species": ["C", "C", "C", "C", "C", "O", "H", "H", "H", "H", "H", "H", "H", "H"], "xyz": [[1.775, -0.324, 0.247], [0.574, 0.220, -0.534], [-0.278, 1.079, 0.332], [-1.476, 0.528, 0.491], [-1.623, -0.584, -0.510], [-0.276, -0.866, -0.906], [2.347, -0.997, -0.398], [2.434, 0.487, 0.576], [1.458, -0.894, 1.130], [0.912, 0.763, -1.418], [0.066, 1.883, 0.971], [-1.561, 0.489, 1.563], [-2.199, -0.283, -1.405], [-2.100, -1.483, -0.107]], "nbo_charge": [-0.614, 0.043, -0.149, -0.288, -0.103, -0.528, 0.222, 0.208, 0.213, 0.181, 0.211, 0.238, 0.177, 0.189], "gap_ev": 10.27, "molar_mass_g_mol": 84.1, "energy_ha": -270.47728}